# 1
Molecular formula: C44H56GeN3PReS
Method: DFT, ωB97M-V with the def2-TZVPD basis set

Each line ends with the Löwdin charge.
Positions of all 107 atoms, in Å:
Re (1.238, -0.136, -0.189)  1.122
C (5.646, 0.068, -0.575)  0.007
C (6.053, -0.026, 0.748)  0.016
C (5.097, -0.094, 1.750)  0.035
C (3.752, -0.138, 1.408)  -0.242
N (3.366, -0.116, 0.116)  -0.159
C (4.292, 0.032, -0.841)  -0.172
C (2.643, -0.185, 2.372)  -0.164
C (2.859, -0.226, 3.744)  0.016
C (1.790, -0.197, 4.630)  0.027
C (0.479, -0.100, 4.163)  -0.004
C (0.237, -0.072, 2.806)  -0.071
C (1.300, -0.143, 1.897)  -0.221
H (6.357, 0.175, -1.381)  0.134
H (7.106, -0.034, 0.996)  0.138
H (5.412, -0.110, 2.783)  0.127
H (3.937, 0.141, -1.858)  0.102
H (3.868, -0.253, 4.130)  0.123
H (1.984, -0.233, 5.694)  0.137
H (-0.347, -0.033, 4.859)  0.126
H (-0.781, 0.014, 2.443)  0.069
C (2.051, 5.998, -1.103)  -0.007
N (1.840, 4.614, -1.539)  -0.182
C (2.569, 4.282, -2.765)  -0.055
C (1.236, 3.695, -0.788)  -0.595
S (1.947, 2.090, -0.926)  0.802
N (0.247, 4.005, 0.038)  -0.157
C (-0.524, 5.245, -0.084)  -0.025
C (-0.221, 3.160, 1.125)  -0.041
H (3.094, 6.250, -1.294)  0.113
H (1.869, 6.115, -0.039)  0.099
H (1.428, 6.695, -1.663)  0.111
H (2.443, 5.106, -3.466)  0.113
H (2.181, 3.381, -3.227)  0.070
H (3.636, 4.158, -2.567)  0.105
H (-0.411, 5.676, -1.073)  0.091
H (-0.236, 5.976, 0.672)  0.117
H (-1.575, 5.002, 0.065)  0.090
H (0.370, 2.259, 1.214)  0.024
H (-1.260, 2.879, 0.942)  0.058
H (-0.166, 3.718, 2.061)  0.124
C (2.468, -4.008, 1.831)  -0.079
C (2.687, -3.747, 0.340)  -0.480
C (4.121, -3.286, 0.087)  -0.078
P (1.355, -2.699, -0.444)  1.052
C (1.417, -3.055, -2.270)  -0.510
C (1.417, -4.558, -2.562)  -0.083
C (2.587, -2.352, -2.988)  -0.089
C (-0.201, -3.542, 0.124)  -0.498
C (-1.326, -3.411, -0.900)  -0.091
C (-0.678, -2.990, 1.470)  -0.108
H (3.281, -4.641, 2.188)  0.103
H (1.539, -4.538, 2.027)  0.077
H (2.487, -3.085, 2.415)  0.071
H (2.539, -4.689, -0.197)  0.111
H (4.372, -2.436, 0.715)  0.053
H (4.315, -3.042, -0.957)  0.071
H (4.801, -4.092, 0.364)  0.106
H (0.477, -2.622, -2.625)  0.095
H (2.376, -5.011, -2.313)  0.087
H (1.260, -4.706, -3.631)  0.107
H (0.633, -5.099, -2.034)  0.074
H (3.279, -3.082, -3.405)  0.096
H (3.161, -1.712, -2.321)  0.010
H (2.230, -1.741, -3.817)  0.092
H (0.071, -4.596, 0.235)  0.124
H (-1.427, -2.372, -1.209)  0.033
H (-2.265, -3.721, -0.443)  0.102
H (-1.174, -4.027, -1.783)  0.081
H (-1.117, -2.003, 1.323)  0.027
H (0.119, -2.899, 2.206)  0.057
H (-1.442, -3.648, 1.884)  0.106
C (-0.599, 0.006, -0.314)  -0.212
Ge (-2.567, 0.269, -0.176)  0.960
C (-3.126, 2.067, -0.766)  -0.280
C (-2.273, 3.046, -1.265)  -0.142
C (-2.789, 4.272, -1.667)  -0.101
C (-4.156, 4.503, -1.609)  -0.040
C (-5.010, 3.522, -1.119)  -0.038
C (-4.497, 2.301, -0.709)  -0.081
C (-3.541, -0.795, -1.546)  -0.311
C (-3.028, -0.752, -2.839)  -0.129
C (-3.645, -1.488, -3.842)  -0.062
C (-4.783, -2.228, -3.549)  -0.055
C (-5.310, -2.236, -2.267)  -0.051
C (-4.700, -1.497, -1.257)  -0.101
C (-3.106, -0.044, 1.695)  -0.305
C (-2.937, 1.025, 2.576)  -0.134
C (-3.300, 0.889, 3.908)  -0.064
C (-3.845, -0.305, 4.360)  -0.049
C (-4.031, -1.362, 3.480)  -0.045
C (-3.651, -1.238, 2.150)  -0.109
H (-1.207, 2.849, -1.341)  0.084
H (-2.130, 5.042, -2.047)  0.102
H (-4.561, 5.439, -1.969)  0.121
H (-6.076, 3.697, -1.075)  0.122
H (-5.166, 1.530, -0.343)  0.113
H (-2.142, -0.163, -3.061)  0.098
H (-3.248, -1.459, -4.848)  0.113
H (-5.289, -2.767, -4.340)  0.118
H (-6.209, -2.797, -2.046)  0.118
H (-5.132, -1.482, -0.264)  0.097
H (-2.547, 1.971, 2.218)  0.087
H (-3.167, 1.724, 4.585)  0.117
H (-4.133, -0.407, 5.397)  0.120
H (-4.477, -2.284, 3.830)  0.120
H (-3.790, -2.074, 1.475)  0.097

Summary:
HOMO = -15.4 eV
Orbital gap = 4.3 eV
Multiplicity = 1
Electronic energy = -129750.8715 eV
Charge = +3

=====

# 2
Molecular formula: C44H56GeNO3P2Pd
Method: DFT, ωB97M-V with the def2-TZVPD basis set

Each line ends with the Löwdin spin population.
Positions of all 108 atoms, in Å:
Pd (-0.643, -0.330, 0.175)  0.009
C (1.317, 2.947, -3.672)  0.005
C (2.139, 1.858, -3.000)  0.007
C (3.571, 2.321, -2.796)  0.018
C (2.089, 0.548, -3.778)  0.001
O (1.495, 1.640, -1.713)  0.172
Ge (2.179, 0.671, -0.416)  0.402
O (1.486, -0.994, -0.691)  0.122
C (2.266, -2.175, -0.317)  0.007
C (3.752, -1.905, -0.530)  0.039
C (2.002, -2.494, 1.148)  0.001
C (1.810, -3.283, -1.253)  0.002
O (0.998, 1.004, 0.948)  0.111
C (1.271, 2.101, 1.899)  0.006
C (2.417, 2.953, 1.370)  0.033
C (0.023, 2.952, 2.013)  0.003
C (1.641, 1.446, 3.220)  0.000
H (1.703, 3.155, -4.669)  0.001
H (0.278, 2.628, -3.762)  0.000
H (1.354, 3.864, -3.085)  0.000
H (4.028, 2.543, -3.761)  0.000
H (3.607, 3.222, -2.183)  0.000
H (4.181, 1.543, -2.325)  0.012
H (2.482, 0.686, -4.787)  0.000
H (2.684, -0.222, -3.281)  0.001
H (1.062, 0.198, -3.845)  0.000
H (4.139, -1.172, 0.183)  0.021
H (4.316, -2.827, -0.383)  0.002
H (3.941, -1.560, -1.550)  0.002
H (2.258, -1.636, 1.776)  0.001
H (0.951, -2.737, 1.316)  0.000
H (2.599, -3.347, 1.471)  0.000
H (2.107, -3.052, -2.276)  0.000
H (2.261, -4.234, -0.968)  0.000
H (0.727, -3.392, -1.227)  0.000
H (2.184, 3.356, 0.382)  0.001
H (2.582, 3.795, 2.043)  0.002
H (3.355, 2.389, 1.334)  0.018
H (-0.202, 3.433, 1.060)  0.000
H (-0.829, 2.354, 2.326)  0.000
H (0.178, 3.730, 2.760)  0.000
H (2.545, 0.846, 3.105)  0.000
H (1.832, 2.202, 3.983)  0.000
H (0.832, 0.803, 3.566)  0.000
C (-3.653, -1.297, 1.500)  0.000
N (-4.450, -1.180, 0.310)  0.000
C (-3.865, -0.754, -0.935)  0.000
P (-2.144, -1.363, -1.097)  0.001
C (-1.650, -0.946, -2.776)  0.000
C (-1.878, 0.348, -3.251)  0.000
C (-1.650, 0.641, -4.584)  0.000
C (-1.177, -0.347, -5.440)  0.000
C (-0.913, -1.623, -4.961)  0.000
C (-1.153, -1.930, -3.630)  0.000
C (-2.330, -3.141, -0.898)  0.000
C (-3.331, -3.821, -1.595)  0.000
C (-3.495, -5.182, -1.408)  0.000
C (-2.675, -5.871, -0.521)  0.000
C (-1.686, -5.198, 0.182)  0.000
C (-1.519, -3.836, -0.006)  0.000
C (-5.777, -1.663, 0.319)  0.000
C (-6.174, -2.629, 1.242)  0.000
C (-7.483, -3.087, 1.248)  0.000
C (-8.406, -2.606, 0.332)  0.000
C (-8.008, -1.648, -0.591)  0.000
C (-6.708, -1.170, -0.595)  0.000
P (-2.352, -0.006, 1.568)  -0.001
C (-3.269, 1.520, 1.298)  0.000
C (-4.476, 1.730, 1.968)  0.000
C (-5.218, 2.869, 1.706)  0.000
C (-4.769, 3.792, 0.769)  0.000
C (-3.573, 3.582, 0.093)  0.000
C (-2.825, 2.447, 0.357)  0.000
C (-1.698, -0.131, 3.233)  0.000
C (-1.946, 0.845, 4.195)  0.000
C (-1.457, 0.672, 5.481)  0.000
C (-0.734, -0.468, 5.807)  0.000
C (-0.496, -1.447, 4.849)  0.000
C (-0.977, -1.280, 3.562)  0.000
H (-3.162, -2.274, 1.632)  0.000
H (-4.286, -1.143, 2.378)  0.000
H (-3.878, 0.333, -1.092)  0.000
H (-4.414, -1.201, -1.766)  0.000
H (-2.248, 1.121, -2.587)  0.000
H (-1.844, 1.638, -4.958)  0.000
H (-1.008, -0.117, -6.484)  0.000
H (-0.536, -2.387, -5.627)  0.000
H (-0.976, -2.934, -3.264)  0.000
H (-3.979, -3.305, -2.293)  0.000
H (-4.268, -5.707, -1.952)  0.000
H (-2.813, -6.934, -0.376)  0.000
H (-1.051, -5.731, 0.877)  0.000
H (-0.763, -3.299, 0.551)  0.000
H (-5.463, -3.046, 1.944)  0.000
H (-7.779, -3.837, 1.969)  0.000
H (-9.423, -2.969, 0.338)  0.000
H (-8.720, -1.255, -1.304)  0.000
H (-6.431, -0.391, -1.295)  0.000
H (-4.841, 1.013, 2.693)  0.000
H (-6.150, 3.035, 2.228)  0.000
H (-5.355, 4.677, 0.562)  0.000
H (-3.227, 4.304, -0.634)  0.000
H (-1.889, 2.276, -0.166)  0.000
H (-2.506, 1.737, 3.946)  0.000
H (-1.643, 1.429, 6.231)  0.000
H (-0.357, -0.597, 6.812)  0.000
H (0.064, -2.335, 5.106)  0.000
H (-0.785, -2.039, 2.809)  0.000

Summary:
HOMO (spin up / spin down) = -12.5 / -12.5 eV
Orbital gap (spin up / spin down) = 6.3 / 5.5 eV
Multiplicity = 2
Electronic energy = -132732.3434 eV
Charge = +2